Here is C10H13As2IO3PdS4 as an isolated structure from OMol25. Energies are from wB97M-V/def2-TZVPD.

## Properties
* highest occupied orbital energy: -0.0385 Eh
* energy: -7104.5908 hartree
* molecular weight: 692.65 g mol⁻¹
* largest force on an atom: 0.73 eV/Å
* relative energy (zero: lowest compared OMol25 entry of this formula, charge and spin): 0.8300 eV
* charge: -2
* gap between HOMO and LUMO: 0.1496 Ha

```
34
Properties=species:S:1:pos:R:3:forces:R:3:nbo_charge:R:1
Pd -0.61581 1.08916 -2.30461 -0.162 0.448 -0.554 0.5711
S -3.25639 2.61369 -6.24066 0.033 0.079 -0.008 -0.8056
As -2.54685 1.08414 -4.97428 0.097 -0.030 0.061 0.9693
S -0.35253 1.17146 -4.55527 -0.043 -0.239 0.078 -0.5317
S -2.75231 1.58651 -2.80522 -0.008 -0.067 0.164 -0.5245
S -3.23681 -0.86245 -5.42957 -0.003 -0.046 0.054 -0.8094
C 1.20647 -2.08748 0.49933 -0.018 0.069 0.041 -1.0212
As 0.05719 -2.22261 -1.05205 -0.024 -0.002 -0.203 1.9855
C -1.66992 -1.58944 -0.49708 -0.049 0.039 -0.035 -1.0301
C -0.25373 -4.12393 -1.27387 0.043 -0.029 -0.008 -1.0115
O 0.73184 -1.56157 -2.38761 0.049 -0.119 0.136 -1.1066
H 0.64258 -2.23815 1.42045 0.017 -0.005 0.006 0.2187
H 1.63079 -1.08386 0.47052 0.000 -0.004 0.024 0.2696
H 2.00636 -2.82299 0.42435 0.001 -0.004 -0.020 0.2228
H -2.03984 -2.22956 0.30688 0.000 -0.014 -0.011 0.2082
H -2.33580 -1.62504 -1.35960 0.005 0.027 -0.019 0.2779
H -1.58984 -0.55595 -0.16701 -0.029 0.009 0.022 0.2829
H -0.60683 -4.57454 -0.34532 -0.005 -0.005 -0.005 0.2120
H 0.67302 -4.59732 -1.59441 0.002 -0.004 0.006 0.2291
H -1.00362 -4.24112 -2.05500 0.002 -0.010 0.001 0.2484
I 2.09264 2.98420 6.11292 0.002 0.000 -0.001 0.0742
C 1.56003 2.49757 4.14118 0.006 0.016 0.060 -0.1397
C 0.21797 2.44327 3.79869 0.016 -0.012 -0.049 -0.2700
C -0.12486 2.11890 2.49281 -0.012 0.022 0.017 -0.1572
C 0.85789 1.85046 1.54868 -0.006 -0.030 -0.017 -0.1335
C 2.19516 1.91365 1.91619 0.037 -0.008 0.045 -0.1603
C 2.55909 2.23916 3.21634 -0.038 -0.011 -0.053 -0.2710
C 0.48209 1.47178 0.12834 -0.024 -0.042 -0.055 0.7380
O 1.38767 1.15430 -0.66078 0.017 0.085 0.103 -0.7096
O -0.75061 1.48596 -0.15106 0.097 -0.112 0.208 -0.7447
H -0.54624 2.65100 4.53531 -0.004 0.002 0.000 0.2149
H -1.15945 2.07110 2.17853 0.001 0.000 0.008 0.2465
H 2.93984 1.69954 1.16019 -0.002 0.002 0.000 0.2440
H 3.60082 2.29015 3.50270 0.003 -0.001 0.002 0.2138
```
Forces are in eV/Å.